Computed, not measured: a molecular structure, C2H3ClN2O, with ωB97M-V/def2-TZVPD.

```
9
C2H3ClN2O (ωB97M-V/def2-TZVPD)
C -0.2113 0.5276 -0.8644
C -0.0618 -0.2159 1.3545
N -0.5869 0.7166 0.3595
N 0.4779 -0.5524 -1.1731
O 0.4748 -1.2564 1.0501
Cl 1.3210 -0.7805 -2.5909
H -0.4095 1.4365 -1.6033
H 0.1948 0.3342 2.3013
H -1.1988 -0.2098 1.1662
```

Values from the calculation:
Kohn-Sham gap ... 7.7 eV
Net charge ... 0
HOMO ... -9.287 eV
2S+1 ... 1
Largest force on an atom ... 6.0 eV Å⁻¹
LUMO level ... -0.060 hartree
Energy ... -19666.6775 eV

=====

Computed, not measured: a single C2H3ClN2O molecule, with ωB97M-V/def2-TZVPD.

```
9
C2H3ClN2O (ωB97M-V/def2-TZVPD)
H -1.9406 0.7950 1.4526
N -0.9948 0.5921 1.1231
C -0.9799 0.0116 0.0118
Cl -2.2693 -0.4424 -1.1650
C 0.3911 -0.2346 -0.6069
N 1.5385 0.1586 0.1127
O 0.5984 -0.7155 -1.7101
H 1.3473 0.1398 1.0879
H 2.3094 -0.3046 -0.3061
```

Values from the calculation:
Kohn-Sham gap ... 10.1 eV
Net charge ... 0
HOMO ... -10.306 eV
SMILES ... [H]/N=C(\Cl)C(N)=O
2S+1 ... 1
Largest force on an atom ... 3.2 eV Å⁻¹
LUMO level ... -0.006 hartree
Energy ... -19672.5703 eV

=====

Computed, not measured: a single C2H3ClO molecule, with ωB97M-V/def2-TZVPD.

```
7
C2H3ClO (ωB97M-V/def2-TZVPD)
C 0.2720 0.6625 0.1964
C -0.3415 -0.4889 -0.5289
O -1.0405 -0.6799 -1.4537
Cl 0.0705 -2.2561 0.6977
H -0.0482 0.4432 1.1734
H 1.3438 0.7985 0.0548
H -0.2562 1.5208 -0.1397
```

Values from the calculation:
Kohn-Sham gap ... 10.7 eV
Net charge ... 0
HOMO ... -10.469 eV
SMILES ... CC(=O)Cl
2S+1 ... 1
Largest force on an atom ... 2.5 eV Å⁻¹
LUMO level ... 0.010 hartree
Energy ... -16691.9515 eV

=====

Computed, not measured: a single C2H3ClO2 molecule, with ωB97M-V/def2-TZVPD.

```
8
C2H3ClO2 (ωB97M-V/def2-TZVPD)
C -0.7128 -0.6524 0.3958
C 0.3986 0.2941 0.0595
O -0.7450 -1.2110 -0.8554
O 0.2237 1.4611 -0.5238
Cl 1.9932 -0.1551 0.2970
H -0.2666 -1.2957 1.1599
H -1.7196 -0.0729 0.6290
H 0.8285 1.6319 -1.1621
```

Values from the calculation:
Kohn-Sham gap (alpha / beta) ... 8.6 / 8.6 eV
Net charge ... 0
HOMO (alpha / beta) ... -9.068 / -9.070 eV
2S+1 ... 1
Largest force on an atom ... 5.2 eV Å⁻¹
LUMO level (alpha / beta) ... -0.016 / -0.016 hartree
Energy ... -18736.6113 eV

=====

Computed, not measured: 2 unconnected molecules or ions with the total composition C2H3ClO2P, with ωB97M-V/def2-TZVPD.

```
9
C2H3ClO2P (ωB97M-V/def2-TZVPD)
C -0.1984 -2.1447 2.1234
C -1.0527 0.3522 -0.9714
O -1.3196 -2.2787 2.3359
O 0.9399 -2.2766 2.1832
P -0.0669 -0.3395 0.3436
Cl -0.1186 1.5147 -2.1285
H -2.0030 0.8164 -0.6313
H 0.7221 0.7742 1.2416
H 1.0899 -0.6287 -0.4557
```

Values from the calculation:
Kohn-Sham gap ... 6.3 eV
Net charge ... -1
HOMO ... -2.686 eV
2S+1 ... 1
Largest force on an atom ... 2.9 eV Å⁻¹
LUMO level ... 0.132 hartree
Energy ... -28028.3182 eV

=====

Computed, not measured: 2 unconnected molecules or ions with the total composition C2H3ClO2S, with ωB97M-V/def2-TZVPD.

```
9
C2H3ClO2S (ωB97M-V/def2-TZVPD)
C -0.5645 -0.8772 0.3869
C -0.3062 -0.1526 -0.7314
O 2.6759 -0.3994 -1.9388
O 2.2913 -1.8833 -0.1113
S 1.9127 -1.5070 -1.4561
Cl -0.7371 -0.6094 -2.3067
H -0.4018 -0.6663 1.4039
H -0.6949 -2.0120 0.2614
H -0.0990 0.8328 -0.5026
```

Values from the calculation:
Kohn-Sham gap ... 9.3 eV
Net charge ... 0
HOMO ... -10.237 eV
2S+1 ... 1
Largest force on an atom ... 4.6 eV Å⁻¹
LUMO level ... -0.035 hartree
Energy ... -29573.2591 eV

=====

The calculation returns the following relative energy (zero: lowest compared OMol25 entry of this formula, charge and spin) values, one per record and in order: 568.6; 0.0; 50.9; 331.9; 443.1; 140.4 kJ/mol.